This record from OMol25 describes a structure of composition C38H34N3O4P2SZn. The level of theory is ωB97M-V/def2-TZVPD.

```
! RIJCOSX wB97M-V def2-TZVPD def2/J DEFGRID3
* xyz -1 1
Zn 0.1172 1.3557 1.1785
C 1.6452 -0.1987 3.6373
P 0.2309 -0.8086 2.6005
C 0.9160 -2.4363 2.1147
C 1.2226 -2.7010 0.7846
C 1.8240 -3.9042 0.4308
C 2.1003 -4.8596 1.3982
C 1.7889 -4.6060 2.7306
C 1.2094 -3.3963 3.0849
C -1.1414 -1.1994 3.7432
C -1.8607 -2.3918 3.6714
C -2.9817 -2.5901 4.4695
C -3.4023 -1.5987 5.3452
C -2.7042 -0.4001 5.4121
C -1.5889 -0.2024 4.6110
C 2.6225 0.3725 2.6384
C 3.9937 0.2493 2.5254
C 4.3676 0.9532 1.3430
C 3.1981 1.4597 0.8039
C 2.9410 2.2551 -0.4543
P 1.2725 1.7941 -1.0936
C 1.5703 0.2863 -2.0702
C 2.6700 -0.5371 -1.8440
C 2.7786 -1.7588 -2.5047
C 1.7908 -2.1653 -3.3889
C 0.6883 -1.3465 -3.6183
C 0.5786 -0.1333 -2.9598
C 0.8918 3.0740 -2.3304
C 1.5796 3.1975 -3.5390
C 1.2618 4.2166 -4.4241
C 0.2494 5.1196 -4.1094
C -0.4467 4.9971 -2.9155
C -0.1328 3.9713 -2.0271
N 2.1364 1.1054 1.5886
H 2.1061 -0.9910 4.2222
H 1.2747 0.5576 4.3324
H 0.9737 -1.9665 0.0264
H 2.0631 -4.0925 -0.6095
H 2.5567 -5.8017 1.1184
H 2.0022 -5.3469 3.4921
H 0.9713 -3.2025 4.1253
H -1.5503 -3.1637 2.9780
H -3.5348 -3.5193 4.3965
H -4.2802 -1.7523 5.9624
H -3.0390 0.3895 6.0743
H -1.0798 0.7525 4.6422
H 4.6445 -0.2939 3.1961
H 5.3615 1.0559 0.9296
H 3.7221 2.1057 -1.2020
H 2.8859 3.3284 -0.2514
H 3.4266 -0.2506 -1.1216
H 3.6337 -2.3971 -2.3113
H 1.8722 -3.1208 -3.8943
H -0.1021 -1.6676 -4.2867
H -0.3046 0.4781 -3.1112
H 2.3597 2.4861 -3.7883
H 1.7977 4.3056 -5.3621
H -0.0028 5.9113 -4.8055
H -1.2456 5.6876 -2.6727
H -0.6980 3.8552 -1.1049
N 0.4079 2.8944 3.0926
N -0.5880 3.8622 2.9081
C -1.3140 3.8402 1.6886
O -1.9193 4.8631 1.3878
O -1.2660 2.7436 1.0242
H 0.4326 2.6003 4.0572
H 1.3357 3.2043 2.8193
H -0.3798 4.8030 3.2010
O -5.2378 -2.7080 -5.3956
C -4.9159 -1.4370 -5.0241
O -5.3490 -0.5276 -5.6787
C -4.0462 -1.2857 -3.8257
C -3.7492 0.0045 -3.3922
C -2.9488 0.2215 -2.2849
C -2.4048 -0.8498 -1.5461
S -1.3542 -0.6102 -0.1788
C -2.7035 -2.1490 -2.0015
C -3.5079 -2.3551 -3.1066
H -4.8437 -3.3263 -4.7703
H -4.1620 0.8369 -3.9492
H -2.7275 1.2330 -1.9606
H -2.2775 -2.9918 -1.4702
H -3.6824 -3.3868 -3.4016
*
```

Energy relative to the best compared isomer or geometry (same formula, charge and spin): 8.8 kcal/mol
E: -130454.038 eV
Orbital gap: 6.60 eV

---

This record from OMol25 describes an isolated molecule of C2H6N6O in a non-equilibrium geometry. The level of theory is ωB97M-V/def2-TZVPD.

```
! RIJCOSX wB97M-V def2-TZVPD def2/J DEFGRID3
* xyz 0 1
H -3.9414 -0.1544 -0.3207
N -3.0135 -0.7698 -0.1182
C -1.8416 -0.2748 -0.1471
N -1.4647 0.9778 0.2284
N -0.1833 1.3983 -0.1580
C 0.7304 0.3788 0.2017
N 1.9717 0.5175 -0.2150
N 2.7003 -0.6981 -0.1271
N 0.1944 -0.6967 0.7754
O -0.7421 -1.0757 -0.3783
H -1.9478 1.3978 1.0952
H -0.2452 1.5919 -1.1914
H 3.3198 -0.8255 -0.9623
H 3.3800 -0.4236 0.6779
H 1.0831 -1.3436 0.6394
*
```

Energy relative to the best compared isomer or geometry (same formula, charge and spin): 52.2 kcal/mol
SMILES: [H]/N=C1\NN/C(=N/N)NO1
E: -13154.155 eV
Orbital gap: 10.21 eV

---

This record from OMol25 describes a structure of composition C14H17CrF5O6Te in a non-equilibrium geometry. The level of theory is ωB97M-V/def2-TZVPD.

```
! RIJCOSX wB97M-V def2-TZVPD def2/J DEFGRID3
* xyz -1 4
Cr 0.7424 -1.7360 0.1668
O 2.9851 -0.9208 3.6562
C 2.4433 -0.9934 2.4238
O 1.2310 -1.0859 2.1976
C 3.5648 -1.1260 1.4412
O 3.2478 -0.8665 0.0847
C 3.3530 0.5191 -0.4304
C 2.1600 1.3678 -0.0536
O 2.1610 2.3350 0.6715
O 1.0940 0.9254 -0.8186
H 2.3387 -0.7540 4.3514
H 3.7686 -2.2258 1.4195
H 4.4940 -0.7028 1.7854
H 3.4105 0.3687 -1.4816
H 4.3256 0.9391 -0.1557
F 3.1348 -0.7593 -3.1312
Te 2.1891 -2.4583 -3.0643
F 3.1249 -3.2004 -4.7025
F 0.8101 -1.8518 -4.2248
F 1.6146 -3.1987 0.5767
F -0.8512 -2.4798 0.6386
O 0.9716 -1.5982 -1.8276
C -1.7325 -0.5755 -1.6564
C -1.3429 0.6397 -0.8535
C -1.2723 1.8336 -1.7508
C -0.0126 0.3607 -0.1464
C -2.4709 0.8609 0.1851
C -3.4013 1.9289 0.1159
C -4.1477 2.2480 1.2105
C -4.1242 1.4917 2.4054
C -3.3328 0.3431 2.4025
C -2.6143 -0.0550 1.2575
H -1.0763 -0.6877 -2.5456
H -2.7883 -0.5075 -2.0354
H -1.8396 -1.5371 -1.1005
H -0.3774 1.7828 -2.4559
H -1.2822 2.7798 -1.2682
H -2.1750 1.7151 -2.3356
H -0.0674 0.7059 0.8867
H -3.4712 2.5221 -0.7760
H -4.7970 3.0927 1.1614
H -4.6489 1.8528 3.2957
H -3.2065 -0.2391 3.2936
H -2.1325 -1.0536 1.1873
*
```

Energy relative to the best compared isomer or geometry (same formula, charge and spin): 9.3 kcal/mol
E: -76383.437 eV
Orbital gap (alpha / beta): 6.36 / 6.32 eV

---

This record from OMol25 describes a structure of composition C12H23Al2ClF7Mg2N5O17S5 in a non-equilibrium geometry. The level of theory is ωB97M-V/def2-TZVPD.

```
! RIJCOSX wB97M-V def2-TZVPD def2/J DEFGRID3
* xyz 0 1
C -5.1762 3.4782 1.0211
C -4.3025 4.5528 1.6859
O -5.0723 5.6871 1.9902
C -3.0963 4.8896 0.8124
O -3.4965 5.6996 -0.2878
S -3.4684 4.9150 -1.6962
O -4.1958 5.7438 -2.5964
O -4.0901 3.6299 -1.4469
N -1.9256 4.7822 -1.9777
S -1.5500 4.1599 -3.4070
O -2.0735 2.8231 -3.6062
O -1.8515 5.0154 -4.5227
C 0.2431 4.0492 -3.3491
C 0.6850 2.6723 -3.8146
C 2.0602 2.2207 -3.3064
C 2.1472 2.2444 -1.7667
S 2.4986 0.6773 -0.9757
C 1.3816 -0.3751 -1.5268
N 1.1682 -1.6738 -1.0845
N 0.1901 -2.1437 -1.7947
C -0.1573 -1.1965 -2.6735
O 0.5193 -0.0905 -2.5328
H -5.6700 3.9152 0.1564
H -5.9562 3.1109 1.7076
H -4.5304 2.6817 0.6435
H -3.9496 4.1853 2.6508
H -5.5283 5.9878 1.1947
H -2.4236 5.4864 1.4274
H -2.5425 3.9962 0.5318
H 0.6049 4.3296 -2.3596
H 0.6271 4.8090 -4.0237
H 0.7043 2.6703 -4.9018
H -0.0320 1.9186 -3.5101
H 2.2036 1.2329 -3.7346
H 2.8154 2.8505 -3.7707
H 1.2287 2.6245 -1.3148
H 2.9819 2.8823 -1.4856
H -0.9146 -1.2629 -3.4390
Mg -6.4939 1.5210 2.0773
N 1.9653 -1.0233 2.0217
O 2.0717 0.1414 2.6133
O 0.9196 -1.6758 2.3116
O 2.8134 -1.4467 1.2995
N 0.8659 -5.6175 4.1582
S -0.5162 -6.4173 3.9302
O -0.9479 -6.4549 2.5746
O -1.4849 -6.2334 4.9508
F 0.0404 -7.8583 4.1925
S 0.7521 -4.1057 3.9152
O 2.0421 -3.4522 3.8174
O -0.2020 -3.3355 4.6752
F 0.2170 -3.9982 2.4458
Mg 1.2629 -0.8834 4.1325
C 5.9343 -1.4736 4.0767
O 5.1027 -2.5978 4.5915
H 6.8388 -1.4088 4.6871
H 6.2170 -1.6633 3.0417
H 5.3872 -0.5375 4.1425
H 4.3046 -2.6660 4.0489
Cl 8.4948 -0.3626 3.8345
C -3.2602 -7.9868 1.0424
C -4.2147 -9.0423 1.4809
O -4.0166 -9.6897 2.5293
O -5.2360 -9.2999 0.8078
H -2.4288 -7.8909 1.7420
H -2.8613 -8.2383 0.0585
H -3.7757 -7.0276 0.9832
Al 6.6514 -4.0667 4.2037
F -0.1187 -0.1700 0.0106
F 5.5651 3.8111 -6.4738
Al 4.7400 2.3608 -6.6863
F 3.1270 2.5598 -6.1387
F 5.4403 1.1596 -5.7174
F 4.7479 1.8912 -8.2976
*
```

E: -164864.047 eV
Orbital gap: 0.77 eV

---

Question: Which value of E does entry 1 give?
Answer: -130454.038 eV